(1)
47
Properties=species:S:1:pos:R:3 method="wB97M-V/def2-TZVPD" total_energy_ev=-59650.3854 homo_lumo_gap_ha=0.312 smiles="CCOC(=O)[C@@H]1c2ncn(-c3cnccn3)c2CCN1C(=O)c1cccc(Cl)c1Cl" fmax_ha_per_bohr=0.114 lumo_ev=-0.421
C 0.60084 -1.62308 -4.46311
C 1.75415 -0.73882 -4.34576
O 1.73386 0.26659 -3.30877
C 1.30515 -0.14302 -2.02329
O 1.84690 -1.15969 -1.45222
C 0.33100 0.77077 -1.27542
C 1.11856 1.53345 -0.21207
N 2.17329 2.36719 -0.40020
C 2.59154 2.84689 0.72174
N 1.87895 2.24677 1.76785
C 2.13420 2.59214 3.09339
C 2.29010 1.51601 4.03379
N 2.53896 1.80751 5.40456
C 2.81993 3.03901 5.75739
C 2.80970 4.01212 4.84393
N 2.39139 3.89883 3.50322
C 0.86560 1.43649 1.16338
C -0.10187 0.42762 1.70684
C -1.22418 0.20046 0.73626
N -0.72459 -0.12166 -0.65749
C -1.55309 -0.74306 -1.52643
O -1.50950 -0.33801 -2.67366
C -2.53976 -1.65503 -1.09138
C -3.88335 -1.38940 -1.42529
C -4.87606 -2.41161 -1.19521
C -4.49085 -3.52738 -0.37992
C -3.18516 -3.75297 0.00705
Cl -2.83795 -5.32004 0.68865
C -2.23561 -2.81137 -0.43789
Cl -0.55290 -3.33595 -0.03362
H 0.60188 -2.20592 -5.39553
H 0.66769 -2.35742 -3.63058
H -0.24245 -0.96143 -4.67960
H 2.52378 -1.45886 -4.21562
H 1.98446 -0.20947 -5.28842
H -0.09467 1.50734 -1.91483
H 3.49717 3.46802 0.74543
H 2.04987 0.55793 3.65312
H 3.37657 3.17793 6.65879
H 3.12390 4.97378 5.11163
H -0.33509 0.76425 2.78369
H 0.36879 -0.57472 1.79990
H -1.98813 -0.45636 1.13613
H -1.67690 1.20278 0.66023
H -4.16774 -0.58961 -2.11819
H -5.89544 -2.51512 -1.63687
H -5.26296 -4.21390 -0.19559

(2)
14
Properties=species:S:1:pos:R:3 method="wB97M-V/def2-TZVPD" total_energy_ev=-8832.2358 homo_lumo_gap_ha=0.294 fmax_ha_per_bohr=0.016 lumo_ev=0.230
C 0.89661 -1.67287 0.14339
C 0.42268 -0.28368 0.45227
C 0.74721 0.45890 1.54730
O 0.15484 1.68202 1.54734
C -0.61453 1.81509 0.42011
C -0.44772 0.62467 -0.23861
N -1.25703 0.71897 -1.45641
H 1.58415 -2.02368 0.92104
H 1.43328 -1.72238 -0.81221
H 0.06849 -2.39096 0.09327
H 1.37991 0.24587 2.39868
H -1.54852 1.71770 -1.13114
H -2.06064 0.09017 -1.53489
H -0.75873 0.74017 -2.35014

(3)
6
Properties=species:S:1:pos:R:3 method="wB97M-V/def2-TZVPD" total_energy_ev=-16448.8426 homo_lumo_gap_ha=0.102 charge=-1 fmax_ha_per_bohr=0.124 lumo_ev=1.534
N -1.80585 0.16673 0.42710
O -3.02773 -0.17517 0.32284
O 3.21544 -0.77635 0.43061
S 3.37306 0.27474 -0.73647
H -1.74105 0.90458 1.05984
H 2.17081 0.58075 -0.80276

(4)
59
Properties=species:S:1:pos:R:3 method="wB97M-V/def2-TZVPD" total_energy_ev=-131816.7868 spin_multiplicity=3 homo_lumo_gap_ha="0.273 / 0.283" charge=-1 fmax_ha_per_bohr=0.166 lumo_ev="1.083 / 1.095"
O 3.61968 -1.60923 -3.63655
V 2.59600 -1.51865 -2.40856
O 1.33291 -1.31021 2.51986
V 1.26479 -1.49826 0.96259
Cu 4.32547 0.42673 0.02494
C 1.62657 0.47298 -0.95089
O 2.60762 0.63608 -1.79179
O 1.96916 0.61249 0.28832
O 0.88681 -0.53455 -1.13642
C 3.71324 -2.49233 -0.18997
O 3.48487 -1.88493 0.95550
O 2.60984 -2.83497 -0.74710
O 4.47271 -1.84974 -1.01160
B 0.08309 -3.54122 0.88507
H 0.19069 -2.92467 -0.10872
H -0.45751 -4.59886 0.76595
H 1.15195 -3.60877 1.32968
H -0.54638 -2.82297 1.55763
B 0.88911 -2.78651 -3.53361
H 1.03982 -1.76579 -4.07449
H 0.06872 -3.50353 -4.02785
H 1.93594 -3.31307 -3.48598
H 0.61029 -2.56384 -2.41284
C -2.35421 -0.63580 -3.67172
C -2.46049 0.33552 -2.50965
C -3.92017 0.66359 -2.19668
O -1.94272 -0.26903 -1.32546
H -2.52879 -0.13860 -4.62853
H -3.17852 -1.34894 -3.56604
H -1.43198 -1.21427 -3.67091
H -2.01961 1.33439 -2.62733
H -4.48555 0.94350 -3.09045
H -4.02347 1.49791 -1.50076
H -4.42001 -0.21451 -1.77831
H -0.99508 -0.42599 -1.47262
C 0.31281 3.53660 1.45503
C 1.81625 3.48229 1.71402
C 2.26747 4.70354 2.48570
O 2.09951 2.37964 2.58090
H 0.09947 4.29816 0.70299
H -0.30540 3.55868 2.35418
H -0.00674 2.57240 1.03174
H 2.29888 3.31635 0.74633
H 1.99726 5.63109 1.97396
H 3.35316 4.72274 2.60489
H 1.80553 4.70228 3.47133
H 2.00959 1.57222 2.05777
C -2.80802 0.72941 1.92562
C -1.43896 0.20846 2.36304
C -1.62652 -0.75827 3.52734
O -0.83227 -0.49034 1.26633
H -3.31307 -0.03225 1.32322
H -2.71037 1.56006 1.21815
H -3.39411 1.02972 2.78919
H -0.81520 1.04858 2.67274
H -2.31272 -1.55433 3.23871
H -2.04053 -0.20071 4.37179
H -0.67703 -1.19390 3.83089
H -1.49375 -0.53640 0.55945

(5)
68
Properties=species:S:1:pos:R:3 method="wB97M-V/def2-TZVPD" total_energy_ev=-100529.4838 spin_multiplicity=2 homo_lumo_gap_ha="0.249 / 0.239" charge=-1 fmax_ha_per_bohr=0.015 lumo_ev="2.525 / 2.525"
Mn 1.77257 -0.75901 -2.08667
C 3.41837 -1.88128 -0.95636
C 4.02450 -0.72345 -1.48679
C 3.90729 -0.80273 -2.89365
C 3.21511 -1.98016 -3.22524
C 2.90715 -2.65542 -2.01250
H 3.27514 -2.09052 0.09428
H 4.52091 0.05780 -0.92883
H 4.30061 -0.07929 -3.59164
H 2.93202 -2.30696 -4.21215
H 2.33815 -3.56762 -1.92583
C 3.09907 1.95570 0.48548
N 1.80108 1.76619 -0.13279
C 0.74783 1.67139 0.86323
C 1.52452 2.76767 -1.14106
C 2.02541 2.39164 -2.52773
N 1.34825 1.24261 -3.15814
C -0.10648 1.47804 -3.20082
C 1.84486 1.14834 -4.53401
H 3.12965 2.85815 1.12264
H 3.87167 2.06295 -0.27839
H 3.34700 1.08995 1.10097
H 0.60612 2.62033 1.41296
H 0.99575 0.89386 1.58393
H -0.19161 1.37884 0.39270
H 1.97022 3.73871 -0.88072
H 0.44956 2.93741 -1.18251
H 3.09114 2.15545 -2.48836
H 1.90024 3.26790 -3.17772
H -0.32758 2.50708 -3.51946
H -0.55804 1.28371 -2.22611
H -0.55766 0.79219 -3.90896
H 1.53251 2.02352 -5.12027
H 1.45559 0.24320 -5.00160
H 2.93429 1.10120 -4.53833
Cl -2.59241 1.95198 2.23858
C -4.03741 1.03914 2.48922
C -5.20326 1.71790 2.79652
C -6.38019 1.00934 2.97636
C -6.39275 -0.36757 2.85259
C -5.21277 -1.03430 2.55795
Cl -5.24867 -2.76056 2.42844
C -3.99613 -0.36175 2.36777
N -2.82772 -1.07967 2.05005
C -1.74865 -1.16252 2.92260
C -1.81691 -0.71747 4.24603
C -0.71433 -0.81492 5.08658
C 0.46886 -1.36691 4.62895
C 0.52485 -1.84958 3.32281
C -0.56126 -1.77517 2.46308
C -0.49766 -2.38094 1.07753
C -0.49381 -1.29734 -0.00865
O -1.59941 -0.82331 -0.36569
O 0.64838 -0.92543 -0.40003
H -5.17937 2.79783 2.88049
H -7.29795 1.53791 3.21193
H -7.30486 -0.93598 2.98676
H -2.55804 -1.06328 1.05279
H -2.73589 -0.27475 4.61896
H -0.78947 -0.44892 6.10613
H 1.33467 -1.43834 5.27878
H 1.43588 -2.31193 2.95460
H -1.36254 -3.03023 0.92170
H 0.40950 -2.96767 0.96970
I -0.18223 -3.63988 -3.42867
C 0.13814 -1.45092 -3.15043
H 0.03020 -1.15451 -4.19505
H -0.80202 -1.20768 -2.65791

(6)
11
Properties=species:S:1:pos:R:3 method="wB97M-V/def2-TZVPD" total_energy_ev=-9784.5098 homo_lumo_gap_ha=0.394 smiles="O=[N+]([O-])CCO" fmax_ha_per_bohr=0.050 lumo_ev=-0.189
O -2.11608 -0.28720 -0.05640
N -0.96245 0.08558 -0.03154
O -0.64656 1.28212 0.16878
C 0.04416 -0.96911 -0.15600
C 1.35748 -0.53700 0.41889
O 1.97371 0.48428 -0.35554
H -0.33943 -1.91207 0.26783
H 0.12892 -1.20876 -1.24085
H 2.07475 -1.36479 0.29436
H 1.28614 -0.23186 1.46950
H 1.48833 1.32156 -0.20217

(7)
147
Properties=species:S:1:pos:R:3 method="wB97M-V/def2-TZVPD" total_energy_ev=-116670.2032 homo_lumo_gap_ha=0.308 fmax_ha_per_bohr=0.180 lumo_ev=-0.383
O 0.75987 0.18450 -0.00369
H 0.98836 1.06445 -0.31202
H 0.72615 -0.46970 -0.70548
H -0.07243 0.18814 0.47471
C -2.52241 -0.76630 1.47275
O -3.94931 -0.63682 1.13077
O -1.88084 -0.00043 0.52625
C -2.24413 -0.45813 2.95097
F -2.74421 -1.41491 3.80142
F -0.94401 -0.37224 3.17568
F -2.81214 0.65517 3.37149
C -4.91662 -1.37128 1.82151
C -6.18089 -1.32381 1.10515
H -6.82052 -2.10067 1.52401
H -6.81135 -0.43848 1.18768
H -6.25162 -1.51043 0.03357
H -5.02895 -0.98594 2.83492
H -4.60603 -2.41594 1.80391
H -2.20295 -1.80609 1.40276
C -3.53129 -4.84226 0.04041
O -3.70727 -4.40008 -1.12210
N -2.39515 -5.03074 0.61097
N -4.32812 -5.42413 0.84042
H -1.49883 -4.78606 0.21495
H -2.39578 -5.25945 1.59474
H -5.30410 -5.24760 0.64964
H -4.07368 -6.20602 1.42694
C -0.13452 -0.83277 6.66371
O 0.60911 -1.35870 7.46564
N 0.25786 -0.08209 5.70986
N -1.42822 -0.93939 6.79310
H 1.24624 0.08761 5.82987
H -0.42229 0.55052 5.31323
H -1.76797 -1.47980 7.57581
H -2.00706 -0.40169 6.16389
C -4.82461 -0.58681 -2.94311
O -5.55929 -1.49880 -3.16772
N -4.23651 -0.43081 -1.78506
N -4.56366 0.22588 -3.89536
H -3.61579 0.32993 -1.54825
H -4.40996 -1.05980 -1.01409
H -5.20376 0.07902 -4.66269
H -4.35392 1.20424 -3.75775
C 1.93714 4.53775 3.11323
O 2.52793 5.11648 2.19056
N 2.19328 4.74270 4.39930
N 1.09948 3.57960 3.01934
H 2.96661 5.35640 4.61247
H 1.46437 4.64734 5.09190
H 1.05305 2.96828 3.82199
H 1.26139 3.17257 2.10928
C 1.45147 -6.72727 -1.51044
O 1.76277 -7.84460 -1.19114
N 0.33589 -6.34997 -1.93972
N 2.22053 -5.70755 -1.79315
H 0.14067 -5.45359 -2.36220
H -0.28371 -7.14625 -1.98594
H 1.75661 -4.83632 -2.00727
H 3.21759 -5.85095 -1.71947
C 5.53605 2.75478 2.29118
O 6.58011 3.25925 2.02587
N 4.92620 1.86675 1.59061
N 4.87744 2.91501 3.39876
H 5.37184 1.52859 0.74968
H 3.92178 1.78091 1.65283
H 5.38018 3.53934 4.01323
H 4.06797 2.35230 3.61836
C 1.43648 -4.00828 1.08173
O 0.39508 -3.39430 1.11464
N 1.47629 -5.28947 1.26180
N 2.57413 -3.49987 0.80958
H 0.62931 -5.83681 1.31790
H 2.31832 -5.78389 1.51994
H 2.37170 -2.66760 0.27438
H 3.43594 -4.02136 0.88334
C 4.36602 5.61987 -0.85880
O 5.34937 5.74867 -1.62376
N 3.14186 5.57960 -1.20822
N 4.53233 5.44733 0.41632
H 3.05052 5.94773 -2.14430
H 2.49672 5.36633 -0.46095
H 3.76599 5.41929 1.07363
H 5.43191 5.32783 0.85968
C -0.62102 -2.49330 -2.20520
O 0.51109 -1.90936 -2.09968
N -1.15690 -2.88424 -3.36869
N -1.19512 -2.91737 -1.16871
H -0.64152 -2.55215 -4.17132
H -2.00910 -3.42600 -3.35045
H -0.72893 -2.66316 -0.30956
H -2.06698 -3.41572 -1.27651
C 0.40708 3.83124 -0.32475
O 0.90124 2.84226 0.17655
N 0.42812 4.08136 -1.57304
N -0.29667 4.63495 0.34855
H 0.96642 3.45775 -2.15737
H -0.30053 4.71092 -1.87772
H -0.25246 4.58816 1.35650
H -0.92905 5.24527 -0.14916
C -4.07192 3.03755 0.07946
O -4.70044 3.95618 -0.31136
N -2.77445 2.84396 -0.05114
N -4.58677 2.14423 0.86154
H -2.34941 1.96265 0.19930
H -2.28260 3.67654 -0.34268
H -5.59667 2.14243 0.84705
H -4.04270 1.45770 1.36429
C -2.80807 3.99772 -3.81673
O -2.81209 2.94807 -4.47521
N -1.73922 4.51924 -3.34507
N -3.87670 4.73011 -3.74329
H -0.87992 3.98906 -3.37013
H -1.88674 5.31088 -2.73544
H -4.69448 4.39761 -4.23397
H -3.85668 5.72911 -3.59593
C 3.98876 -0.39316 -1.25736
O 3.21074 -1.15797 -0.61582
N 3.64817 0.30406 -2.28085
N 5.11812 -0.10907 -0.81907
H 2.66651 0.15960 -2.46948
H 4.10277 1.05429 -2.78144
H 5.78757 0.45281 -1.32523
H 5.31172 -0.48727 0.09722
C 2.80106 -0.33184 2.77986
O 2.74985 0.81561 3.13352
N 1.97785 -1.33755 2.77158
N 3.84643 -0.79598 2.20237
H 2.22869 -2.27994 2.50872
H 1.00878 -1.16510 2.99804
H 3.52820 -1.39086 1.45074
H 4.70224 -0.26188 2.25181
C -0.25860 1.33340 -3.23790
O 0.80019 1.30064 -2.58972
N -1.47334 0.99449 -2.80909
N -0.30816 1.76998 -4.44713
H -2.30573 1.45662 -3.14623
H -1.54907 0.31869 -2.06234
H -1.24189 2.04288 -4.71873
H 0.49836 2.00487 -5.00788
C 3.15078 -3.38194 -3.92465
O 4.22193 -3.73685 -4.29162
N 2.13932 -3.07316 -4.67738
N 2.95191 -3.10777 -2.63066
H 1.28947 -2.64909 -4.33384
H 2.27422 -3.22209 -5.66719
H 2.04234 -2.70030 -2.46707
H 3.65796 -3.18773 -1.91289

(8)
51
Properties=species:S:1:pos:R:3 method="wB97M-V/def2-TZVPD" total_energy_ev=-47229.0021 homo_lumo_gap_ha=0.311 charge=-1 fmax_ha_per_bohr=0.084 lumo_ev=2.902
O 1.70101 -5.62952 -11.18042
H 0.84949 -5.13331 -11.14814
H 2.47179 -5.00808 -11.19373
H 1.65847 -6.16619 -12.01684
O 2.94962 -4.46676 -13.82535
H 2.69505 -5.43052 -13.77313
H 2.11039 -4.01502 -14.07498
H 3.15909 -4.25124 -12.87207
C -0.33672 -7.93822 -13.56998
C 0.97159 -7.41833 -14.08623
C 0.72878 -6.66120 -15.40592
O 1.76586 -6.71358 -13.19967
H -0.99079 -7.17013 -13.15267
H -0.12749 -8.61569 -12.73661
H -0.85317 -8.57682 -14.28861
H 1.60389 -8.27153 -14.37380
H 0.26736 -7.23799 -16.21308
H 1.66403 -6.27342 -15.81075
H -0.07001 -5.93798 -15.22380
C 4.80839 -5.55894 -10.59410
C 4.23412 -4.14899 -10.36290
C 5.38304 -3.17105 -10.56253
O 3.18642 -3.85306 -11.23742
H 5.55844 -5.86253 -9.86336
H 5.22603 -5.52563 -11.60293
H 3.98796 -6.27493 -10.67555
H 3.91933 -4.07455 -9.31442
H 6.26019 -3.33097 -9.92784
H 5.09407 -2.14175 -10.34166
H 5.77706 -3.18916 -11.58076
C -2.05172 -2.81325 -13.22534
F -2.79367 -2.08301 -12.40165
F -2.59852 -4.01828 -13.38006
F -2.04302 -2.17707 -14.40357
S -0.25458 -3.03251 -12.61916
O -0.24152 -4.09427 -11.60708
O 0.56864 -3.39637 -13.76679
O 0.10797 -1.79924 -11.96170
C 5.19836 -7.94553 -15.43674
C 5.54187 -7.52085 -16.84148
C 5.09105 -6.06942 -16.82077
O 5.16726 -5.69774 -15.40965
C 5.75154 -6.75214 -14.64189
H 5.70889 -8.88245 -15.20322
H 4.12303 -8.11198 -15.37667
H 5.13621 -8.16309 -17.62431
H 6.61619 -7.61339 -17.01982
H 4.08176 -5.99938 -17.22828
H 5.74538 -5.32612 -17.27700
H 5.33659 -6.61566 -13.64363
H 6.83922 -6.65480 -14.61375